C28H40N3O2P2S | wB97M-V/def2-TZVPD

Values from the calculation:
**HOMO**: -10.47 eV
**Charge**: +1

Geometry as XYZ:
```
76
Properties=species:S:1:pos:R:3:forces:R:3:lowdin_charge:R:1
C 2.423504 6.474656 -2.853150 -0.350 -0.071 -0.178 -0.142
C 1.060923 6.539419 -1.938919 0.343 -0.798 0.644 -0.250
C 0.029166 5.378564 -2.476964 0.233 0.882 -0.609 -0.193
C 0.324063 3.873548 -1.899609 -1.250 -0.172 -2.298 -0.204
N 0.491673 3.780678 -0.399424 -2.868 -0.288 -0.687 -0.092
N 1.794852 3.514003 -0.012224 2.948 0.388 -0.569 -0.411
P 2.205923 1.783535 0.131241 1.666 -4.888 -1.789 0.421
S 1.658773 0.681680 -1.381322 -0.001 1.322 0.663 0.336
P 2.318323 4.305700 1.497132 -0.435 3.844 6.606 0.724
N 1.161721 4.501869 2.610822 1.509 -1.136 -3.737 -0.123
O 3.549092 3.274761 2.257213 -1.550 2.934 -1.801 -0.251
O 3.042308 5.880106 1.109256 0.942 -5.162 0.400 -0.190
H 3.420543 6.686783 -2.257941 -2.141 -0.173 -1.220 0.077
H 2.515095 5.372521 -3.299655 -0.132 2.394 0.788 0.075
H 2.283267 7.248041 -3.741447 0.613 -1.810 1.823 0.099
H 1.327624 6.263951 -0.822987 -0.540 0.713 -2.064 0.069
H 0.563768 7.618661 -1.890289 1.105 -2.483 -0.342 0.132
H -1.072848 5.735640 -2.290822 2.102 -1.036 -0.195 0.122
H 0.190481 5.317857 -3.658219 -0.550 -0.028 2.543 0.133
H -0.637011 3.218745 -2.168894 2.205 1.350 0.630 0.153
H 1.209345 3.360915 -2.513398 -1.704 1.095 1.627 0.109
H -0.189763 3.072517 0.005908 1.416 1.039 -0.588 0.144
H 2.417212 3.902764 -0.782898 -0.621 -0.538 0.624 0.162
H 1.764915 1.189538 1.371306 0.070 1.432 -0.266 0.035
H 3.673795 1.720298 0.162712 -1.286 0.881 0.531 0.046
H 0.274727 4.132440 2.205650 0.461 0.587 0.652 -0.029
H 3.685137 3.712416 3.155150 -0.403 -0.731 -1.215 0.112
H 4.034462 5.658016 1.100832 -1.554 0.924 -0.123 0.099
C -2.409435 3.289830 3.022677 -0.225 0.058 0.426 -0.113
C -1.866456 3.968492 4.113254 -0.059 -0.026 -0.016 -0.102
C -2.618234 4.136486 5.275759 -0.111 -0.120 -0.137 -0.083
C -3.910738 3.616626 5.351224 0.148 -0.003 -0.161 -0.082
C -4.452293 2.934682 4.261931 0.151 0.061 -0.026 -0.086
C -3.703877 2.774793 3.096061 0.088 0.038 0.045 -0.095
H -1.824481 3.162074 2.115621 -0.063 -0.015 -0.018 0.065
H -0.856778 4.367559 4.056839 -0.205 -0.026 0.111 0.068
H -2.197339 4.671173 6.122913 -0.054 -0.087 -0.136 0.105
H -4.494955 3.743184 6.258849 0.090 -0.019 -0.150 0.107
H -5.458958 2.528203 4.321503 0.178 0.075 -0.026 0.106
H -4.128134 2.248269 2.245670 0.034 0.061 0.125 0.101
C -1.420652 -4.470172 -2.052504 0.062 0.183 0.087 -0.082
C -0.317795 -3.911499 -2.697762 -0.046 0.071 0.078 -0.085
C 0.187741 -2.681550 -2.277677 -0.185 -0.043 0.158 -0.101
C -0.404175 -2.014351 -1.204834 -0.145 -0.245 -0.024 -0.136
C -1.504737 -2.574889 -0.557187 0.056 -0.094 -0.142 -0.096
C -2.016013 -3.800443 -0.983282 0.149 0.066 -0.083 -0.087
H -1.816469 -5.427124 -2.382376 0.065 0.142 0.028 0.085
H 0.147627 -4.434742 -3.529317 -0.086 0.085 0.129 0.105
H 1.042917 -2.243317 -2.784964 -0.069 -0.074 0.041 0.089
H -0.007318 -1.058170 -0.874174 -0.205 -0.324 -0.031 -0.014
H -1.964885 -2.055576 0.279909 0.050 -0.089 -0.117 0.098
H -2.876826 -4.234188 -0.482031 0.123 0.053 -0.062 0.103
C 5.232261 -2.155417 3.377483 -0.157 0.095 -0.119 -0.078
C 5.566542 -2.052710 2.027493 -0.133 0.050 0.030 -0.081
C 4.664065 -1.489640 1.125663 -0.025 0.083 0.099 -0.087
C 3.430005 -1.019803 1.576071 0.286 -0.048 0.310 -0.142
C 3.097297 -1.119118 2.926747 0.136 0.021 -0.043 -0.097
C 3.996066 -1.690684 3.827009 0.048 0.031 -0.145 -0.083
H 5.934489 -2.597417 4.079448 -0.121 0.068 -0.118 0.108
H 6.530947 -2.412576 1.677773 -0.179 0.045 0.049 0.108
H 4.922114 -1.415875 0.072723 -0.031 -0.037 0.115 0.104
H 2.728551 -0.576507 0.874241 0.075 -0.436 0.018 0.003
H 2.136209 -0.751438 3.277847 0.091 -0.097 0.002 0.100
H 3.734290 -1.772909 4.878246 0.031 0.007 -0.161 0.107
C -5.156313 -9.491108 -4.146186 0.139 0.098 0.098 -0.094
C -4.018928 -10.277046 -3.963369 0.009 0.155 0.051 -0.094
C -2.912583 -9.758411 -3.291187 -0.144 0.117 -0.008 -0.095
C -2.947466 -8.455799 -2.792685 -0.164 -0.079 -0.117 -0.104
C -4.086327 -7.671175 -2.972254 0.028 -0.171 -0.072 -0.104
C -5.189200 -8.186687 -3.652594 0.143 -0.120 0.023 -0.095
H -6.017067 -9.894493 -4.673088 0.132 0.062 0.082 0.102
H -3.994413 -11.294400 -4.345830 0.000 0.167 0.056 0.102
H -2.023999 -10.368758 -3.154778 -0.132 0.081 -0.010 0.101
H -2.087218 -8.053124 -2.264540 -0.100 -0.069 -0.056 0.092
H -4.113947 -6.656627 -2.582279 -0.018 -0.133 -0.060 0.089
H -6.074181 -7.573248 -3.797116 0.117 -0.088 0.026 0.100
```
Positions in Å, forces in eV/Å.


C2H5NO3 | wB97M-V/def2-TZVPD

Values from the calculation:
**HOMO (alpha / beta)**: 0.51 / -4.07 eV
**Charge**: -1
**Multiplicity**: 2

Geometry as XYZ:
```
11
Properties=species:S:1:pos:R:3:forces:R:3:nbo_charge:R:1
O -0.891971 -1.177314 1.005856 2.260 -2.978 0.855 -0.711
C -1.691439 -0.403306 0.551698 -1.228 1.211 -1.320 0.359
N -2.306518 0.492867 1.362483 -0.671 -0.422 0.483 -0.650
C -2.024485 0.686966 2.699538 0.202 -0.532 0.432 0.258
O -1.756237 1.856058 3.031392 0.220 2.305 0.791 -0.786
H -2.012309 -0.459339 -0.517583 -0.147 0.424 0.373 0.055
H -2.423553 1.423519 1.052851 -0.543 1.104 -1.170 0.370
H -2.043295 -0.044743 3.489025 -0.083 -1.117 -0.452 0.105
H 4.824683 -1.140263 -4.871333 -0.746 -0.876 -0.862 0.464
H 5.002248 -0.690035 -3.455912 -0.024 0.066 0.192 0.472
O 5.322877 -0.544410 -4.348015 0.762 0.815 0.678 -0.936
```
Positions in Å, forces in eV/Å.


C8H22KN2O2 | wB97M-V/def2-TZVPD

Values from the calculation:
**HOMO**: -12.90 eV
**Charge**: +1

Geometry as XYZ:
```
35
Properties=species:S:1:pos:R:3:forces:R:3:nbo_charge:R:1
K 0.463731 -1.125938 -1.713492 -0.281 -0.059 -0.031 0.954
C -3.674962 0.646839 -0.379212 -0.435 -0.763 0.990 -0.621
C -2.413929 -0.208475 -0.622740 -0.832 1.540 -0.317 -0.090
C -2.175232 -1.136407 0.548955 0.568 -0.475 0.288 -0.072
O -0.897692 -1.778227 0.499654 -0.282 -0.302 -0.198 -0.588
C -0.868423 -2.932939 1.372906 -0.271 1.069 -0.858 -0.250
N -2.549955 -0.966108 -1.863351 0.466 -0.400 -0.320 -0.866
H -3.895211 1.372905 -1.157730 0.110 -0.260 -0.294 0.223
H -3.675654 1.206504 0.560434 0.353 -0.055 -0.001 0.222
H -4.492117 -0.076396 -0.268217 -0.273 0.341 -0.259 0.206
H -1.649447 0.562302 -0.788264 0.589 -0.544 0.352 0.188
H -2.921233 -1.942205 0.529197 -0.282 0.256 -0.045 0.176
H -2.242566 -0.634665 1.520636 -0.236 0.233 -0.181 0.191
H -1.023678 -2.565372 2.390270 0.407 -0.420 0.148 0.187
H 0.085615 -3.403197 1.152038 0.042 -0.107 0.576 0.197
H -1.681880 -3.617018 1.115447 0.048 -0.033 -0.005 0.182
H -2.725187 -0.347288 -2.648217 -0.019 0.089 0.100 0.369
H -3.366748 -1.569702 -1.816369 0.116 -0.063 0.056 0.370
C 3.757053 0.609970 1.573729 -0.449 0.982 1.081 -0.638
C 2.395118 0.440070 0.885845 1.237 -0.122 -0.312 -0.077
C 2.283438 1.579833 -0.125558 -1.072 0.746 0.380 -0.075
O 1.145808 1.404702 -0.967556 -0.071 -0.436 0.027 -0.585
C 0.815729 2.561039 -1.713620 0.186 -0.105 -0.486 -0.254
N 2.347461 -0.902086 0.241447 0.130 0.223 0.238 -0.873
H 3.919484 -0.058253 2.422708 0.048 -0.634 -0.565 0.228
H 3.832306 1.562227 2.119623 -0.119 0.199 -0.544 0.227
H 4.545443 0.593907 0.824548 0.215 -0.281 0.180 0.210
H 1.586841 0.462078 1.615180 -0.132 0.206 -0.136 0.207
H 3.201833 1.768799 -0.697767 -0.052 -0.502 -0.187 0.179
H 2.094821 2.529923 0.395471 0.298 -0.218 0.366 0.190
H 0.018384 2.282595 -2.401315 0.049 -0.032 -0.102 0.185
H 1.695459 2.869330 -2.282169 -0.085 0.215 -0.151 0.182
H 0.444853 3.410956 -1.136453 0.174 -0.154 0.429 0.188
H 3.245122 -1.056425 -0.217851 -0.006 0.076 0.010 0.357
H 2.375418 -1.543279 1.031792 -0.139 -0.210 -0.231 0.371
```
Positions in Å, forces in eV/Å.


The evaluated electronic energy for the records listed, in turn: -67651.758, -9786.472, -32048.199 eV.